The following is a quantum chemistry calculation of a cluster of 5 separate species, C2H12NO2S in total, from the Open Molecules 2025 dataset.

Gap between HOMO and LUMO in hartree: 0.1199
Calculated total energy in hartree: -686.28716
HOMO energy in eV: -13.46
Charge: +1

Geometry as XYZ:
```
18
Properties=species:S:1:pos:R:3:lowdin_charge:R:1
C 2.320 0.649 -2.265 0.0823
C 2.897 0.685 -1.035 0.0597
S -0.553 0.276 1.243 0.7545
N -2.310 -1.789 -0.863 0.1435
H 2.525 1.206 -3.170 0.0838
H 1.505 -0.071 -2.349 0.0787
H 2.870 -0.196 -0.401 0.0493
H 3.312 1.578 -0.578 0.0878
H -1.245 0.086 2.403 -0.1443
H -3.059 -1.116 -0.812 0.0128
H -1.757 -1.831 -0.027 -0.0197
H -2.625 -2.717 -1.122 0.0650
H -3.554 1.831 -0.564 0.0633
H -2.377 0.964 -0.027 -0.1097
O -3.115 0.982 -0.612 -0.0513
H 2.383 -0.977 2.567 0.0550
H 1.413 -0.416 1.470 -0.1328
O 2.342 -0.702 1.650 -0.0779
```